# 1
DFT (wB97M-V/def2-TZVPD) results for C16H17ClN5O3ReSbSe4 as an isolated structure.

Results
- Kohn-Sham gap: 0.179 hartree
- Total charge: +3
- Energy: -313010.498 eV
- Highest occupied orbital energy: -0.566 Ha
- LUMO: -10.5 eV
- Energy relative to the best compared isomer or geometry (same formula, charge and spin): 0.0 kcal per mole

Each line ends with the Löwdin charge.
Positions of all 48 atoms, in Å:
1 Re 1.994671 -6.909838 17.680696  0.827
2 Se -0.969975 -4.652566 26.049544  0.250
3 Sb -2.317345 -3.164918 24.882193  0.468
4 Se 1.531404 -5.848717 19.746308  0.900
5 Se 3.315555 -8.598090 18.047084  0.514
6 Se -3.537163 -1.433820 24.010210  0.282
7 C -2.540965 -7.547347 20.686870  0.007
8 N -1.774834 -8.046160 19.540790  -0.014
9 C -2.295199 -9.074773 18.832939  0.048
10 C -1.611659 -9.660875 17.762400  0.062
11 C -0.419711 -9.030320 17.417937  -0.281
12 N 0.137568 -7.935809 18.136129  -0.001
13 C -0.634596 -7.418502 19.158745  -0.448
14 O -0.312089 -6.365289 19.778662  -0.339
15 N 0.257027 -9.461206 16.340021  0.213
16 H -2.052877 -6.960762 21.499250  0.112
17 H -2.954533 -8.391997 21.346310  0.135
18 H -3.487850 -7.093952 20.372152  0.112
19 H -3.225040 -9.439487 19.171671  0.144
20 H -2.150774 -10.429404 17.237729  0.140
21 H -0.122060 -10.214185 15.831459  0.125
22 H 1.156947 -8.965028 16.116003  0.068
23 Cl 1.396186 0.451516 13.651980  0.715
24 C 1.535905 -1.084305 14.519225  -0.581
25 C 0.459725 -1.988361 14.549618  -0.049
26 C 0.685733 -3.159556 15.217510  0.015
27 C 1.942374 -3.442019 15.888888  -0.113
28 C 2.944828 -2.446776 15.818967  0.022
29 C 2.767529 -1.270701 15.102616  -0.095
30 C 1.884889 -4.648309 16.646909  -0.573
31 O 0.822562 -5.327119 16.816943  -0.169
32 O 2.941710 -5.198378 17.222187  -0.214
33 H -0.465465 -1.698804 14.224564  0.092
34 H -0.126477 -3.839469 15.315800  0.109
35 H 3.869021 -2.499698 16.440526  0.145
36 H 3.500201 -0.442309 15.047684  0.131
37 C 4.436296 -7.778021 12.614088  0.037
38 N 3.307555 -7.621617 13.564142  -0.081
39 C 2.025961 -7.095377 13.229739  0.018
40 C 1.415830 -6.809421 14.401581  -0.103
41 N 2.234079 -7.253029 15.425573  -0.135
42 C 3.354655 -7.672739 14.889515  -0.197
43 H 4.678654 -6.827272 12.191810  0.094
44 H 4.050027 -8.351302 11.758947  0.113
45 H 5.298439 -8.189965 13.124587  0.103
46 H 1.903247 -6.906297 12.179059  0.137
47 H 0.415842 -6.438583 14.490294  0.118
48 H 4.330304 -7.839514 15.362930  0.136

Forces on the atoms, in the same order (eV/Å):
-0.90 -0.58 0.42
-0.73 0.74 -0.65
0.33 0.01 0.61
0.37 -0.01 0.02
0.46 -0.42 0.33
0.36 -0.60 0.24
-2.04 -1.02 2.63
-0.03 0.64 0.65
2.08 -1.06 -1.83
-2.33 1.83 2.76
2.29 0.59 -1.28
-1.79 -0.57 -0.24
0.80 -1.03 -1.22
-0.14 -0.21 0.43
0.97 2.33 2.00
0.31 -0.09 -1.56
0.94 0.46 -1.38
0.56 0.47 -0.25
-0.91 -0.34 0.31
0.48 -0.24 -0.38
-0.09 -0.87 -0.82
-1.26 -0.96 -0.13
-0.39 -0.93 0.46
-0.43 1.55 -1.43
3.06 0.06 1.28
1.18 0.14 0.66
-1.87 1.62 -1.38
1.16 -0.37 1.25
0.07 -0.36 0.45
1.82 -0.24 0.65
-0.27 -0.33 -0.40
-0.43 0.99 -1.06
-2.12 0.48 -1.14
-0.36 -0.56 0.07
-0.76 -0.41 -0.67
-0.39 -0.93 0.17
-1.28 -0.36 -0.21
-1.24 0.90 -0.36
2.59 -0.34 -0.21
-0.10 -0.96 -0.85
-0.81 0.81 1.74
1.87 0.02 -0.80
0.27 0.82 0.06
0.52 -0.35 0.50
-0.07 -0.31 -0.14
-0.78 0.09 0.01
-0.12 0.14 0.51
-0.84 -0.29 0.17

# 2
DFT (wB97M-V/def2-TZVPD) results for C16H17CrF5N4OS as an isolated structure.

Results
- Kohn-Sham gap (spin up / spin down): 0.270 / 0.282 hartree
- Multiplicity: 5
- Energy: -77717.702 eV
- ⟨S²⟩: 6.02
- Highest occupied orbital energy (spin up / spin down): -0.261 / -0.274 Ha
- LUMO (spin up / spin down): 0.2 / 0.2 eV
- Energy relative to the best compared isomer or geometry (same formula, charge and spin): 11.1 kcal per mole

Each line ends with the Löwdin charge.
Positions of all 45 atoms, in Å:
1 Cr 0.268491 -0.463656 0.056293  0.670
2 O -0.191201 -1.888512 1.465202  -0.266
3 N 0.384172 -3.082654 1.493092  -0.198
4 C -0.265975 -4.059087 2.160578  -0.027
5 C 0.262985 -5.309398 2.309759  -0.067
6 C 1.508583 -5.579824 1.734620  -0.072
7 C 2.148537 -4.589230 1.035424  -0.094
8 C 1.595879 -3.301441 0.892782  -0.679
9 S 2.391087 -2.068473 0.030741  0.651
10 H -1.224512 -3.762381 2.558078  0.135
11 H -0.288085 -6.058255 2.858640  0.103
12 H 1.957160 -6.559365 1.831223  0.107
13 H 3.107385 -4.763925 0.570638  0.102
14 F -0.527814 1.058173 -1.501840  -0.013
15 C -0.897136 -0.085027 -2.225849  -0.224
16 C -0.493351 -1.249589 -1.617500  -0.114
17 C -0.847735 -2.400845 -2.292200  -0.225
18 F -0.522181 -3.595749 -1.770347  0.083
19 C -1.546698 -2.373605 -3.486843  -0.144
20 F -1.877020 -3.498737 -4.126818  0.114
21 C -1.930591 -1.157787 -4.037087  -0.142
22 F -2.618041 -1.133699 -5.177335  0.122
23 C -1.604985 0.028967 -3.397910  -0.156
24 F -1.975686 1.203786 -3.915370  0.113
25 C 2.995097 2.076944 3.768456  -0.052
26 N 1.998746 1.160079 3.249865  -0.165
27 C 2.405847 -0.227889 3.184088  -0.048
28 C 0.907078 1.616544 2.581065  -0.409
29 N 0.418289 1.065668 1.506680  0.072
30 N 0.363105 2.768188 3.120759  -0.168
31 C 0.164890 2.835592 4.567018  -0.048
32 C -0.661319 3.468880 2.371462  -0.066
33 H 3.949645 1.896715 3.266344  0.095
34 H 3.148309 1.933080 4.841795  0.090
35 H 2.695633 3.105798 3.587019  0.090
36 H 2.710687 -0.552675 4.182940  0.095
37 H 3.236315 -0.383108 2.495544  0.075
38 H 1.566740 -0.830382 2.854195  0.060
39 H -0.476231 1.501685 1.295857  0.047
40 H 0.765980 2.084148 5.067355  0.082
41 H -0.885722 2.647237 4.812448  0.094
42 H 0.439505 3.822832 4.941597  0.092
43 H -0.355796 3.597545 1.333917  0.097
44 H -0.788166 4.456384 2.812006  0.093
45 H -1.629312 2.952245 2.405339  0.098

Forces on the atoms, in the same order (eV/Å):
1.08 -0.66 1.28
-0.11 0.25 0.01
0.30 -0.25 -0.19
-0.14 -0.08 0.10
-0.02 0.00 0.00
0.03 0.13 -0.09
-0.08 -0.25 0.14
-0.05 0.25 -0.04
-0.03 0.36 0.01
0.03 0.07 -0.01
-0.02 0.02 -0.01
0.01 0.01 -0.01
0.00 0.04 -0.02
-0.15 0.22 -0.21
0.21 -0.41 0.25
-0.90 -0.16 -1.26
0.20 0.27 0.33
-0.07 -0.18 -0.11
-0.01 0.01 -0.01
-0.02 -0.08 -0.02
0.09 0.01 0.18
-0.06 0.02 -0.15
-0.01 0.06 -0.07
-0.02 0.07 -0.04
0.05 0.04 0.09
-0.12 -0.11 -0.20
-0.04 -0.10 -0.05
0.07 0.31 0.05
-0.11 0.09 0.16
-0.13 -0.04 0.00
-0.01 0.05 -0.08
0.11 0.06 0.02
-0.01 -0.01 -0.01
-0.01 0.01 0.00
0.02 -0.03 0.02
0.00 0.03 -0.02
0.03 -0.01 -0.09
-0.05 -0.10 -0.07
0.00 0.02 0.12
0.02 0.02 0.00
0.01 0.02 -0.01
-0.01 -0.01 0.02
0.00 0.01 0.01
-0.04 0.01 -0.02
-0.02 0.02 -0.01

# 3
DFT (wB97M-V/def2-TZVPD) results for C16H17FeO5S as an isolated structure.

Results
- Kohn-Sham gap (spin up / spin down): 0.304 / 0.291 hartree
- Multiplicity: 6
- Energy: -72327.294 eV
- ⟨S²⟩: 8.76
- Highest occupied orbital energy (spin up / spin down): -0.347 / -0.350 Ha
- LUMO (spin up / spin down): -1.2 / -1.6 eV
- Energy relative to the best compared isomer or geometry (same formula, charge and spin): 0.0 kcal per mole

Each line ends with the Löwdin charge.
Positions of all 40 atoms, in Å:
1 Fe 0.351356 2.006081 0.119657  1.048
2 O 1.534088 0.583697 -2.778035  -0.287
3 S 2.033820 1.403133 -1.707663  0.380
4 O 3.402171 1.797460 -1.730590  -0.265
5 O 1.095301 2.638369 -1.522093  -0.399
6 O 1.688199 0.724720 -0.337410  -0.403
7 C 0.471160 4.237667 4.337464  -0.090
8 C -0.748170 3.866038 3.789999  -0.096
9 C -0.785458 3.228183 2.557404  -0.131
10 C 0.392625 2.952469 1.857738  -0.233
11 C 1.612129 3.332835 2.424122  -0.114
12 C 1.650537 3.971895 3.655909  -0.089
13 H 0.502138 4.736926 5.297519  0.102
14 H -1.668558 4.074475 4.320717  0.101
15 H -1.750413 2.949324 2.145423  0.091
16 H 2.542852 3.133378 1.904483  0.102
17 H 2.601024 4.263852 4.083878  0.103
18 C 0.215843 -5.224775 -1.106848  -0.035
19 C -0.218233 -3.790488 -1.160228  -0.228
20 C -0.386152 -3.058314 0.009010  0.006
21 C -0.733640 -1.720611 -0.010823  -0.162
22 C -0.850613 -0.999942 1.300955  -0.022
23 C -0.961755 -1.106450 -1.269271  -0.107
24 C -1.339209 0.266298 -1.392388  -0.116
25 O -1.331545 1.129890 -0.486034  -0.094
26 C -0.823236 -1.846622 -2.472454  -0.178
27 C -1.032802 -1.231216 -3.829176  -0.033
28 C -0.436988 -3.169391 -2.386979  0.009
29 H 0.025404 -5.662552 -0.128663  0.080
30 H 1.287468 -5.297672 -1.303929  0.095
31 H -0.297169 -5.817704 -1.863855  0.084
32 H -0.220944 -3.542212 0.964136  0.122
33 H -0.858254 -1.720064 2.117121  0.086
34 H -1.744425 -0.382359 1.363170  0.087
35 H 0.009944 -0.341636 1.456201  0.073
36 H -1.678670 0.601278 -2.375828  0.141
37 H -0.298443 -0.443559 -4.002995  0.078
38 H -2.032903 -0.810804 -3.942535  0.088
39 H -0.908573 -1.991675 -4.597662  0.083
40 H -0.309907 -3.739922 -3.299428  0.124

Forces on the atoms, in the same order (eV/Å):
-0.10 0.01 0.00
-0.04 0.00 -0.01
-0.04 0.06 0.14
0.02 -0.02 -0.10
0.07 -0.01 -0.03
-0.01 -0.06 -0.01
0.00 0.01 0.02
-0.01 0.00 -0.01
-0.02 0.01 0.02
-0.04 -0.01 -0.01
-0.01 0.02 0.02
0.02 -0.01 -0.01
0.00 0.00 0.00
0.00 0.00 0.00
0.01 -0.01 -0.01
0.00 -0.01 -0.01
0.00 0.00 0.00
-0.02 -0.01 -0.01
0.01 -0.01 -0.05
0.04 0.04 0.04
0.04 0.06 -0.06
0.01 0.05 0.01
-0.07 0.04 0.10
0.00 -0.04 -0.10
0.15 -0.02 0.04
-0.01 0.01 0.07
0.06 -0.05 -0.01
-0.05 -0.02 -0.03
0.00 0.00 0.00
0.00 0.01 0.00
0.01 0.00 0.00
-0.01 -0.01 0.00
0.00 0.01 0.01
-0.03 -0.02 0.00
0.00 -0.05 0.00
0.01 0.01 0.01
-0.01 0.01 0.00
-0.01 0.00 0.00
0.00 0.02 0.00
0.01 0.00 0.00

# 4
DFT (wB97M-V/def2-TZVPD) results for a 2-piece molecular cluster, C16H17N overall.

Results
- Kohn-Sham gap: 0.316 hartree
- Energy: -18356.172 eV
- Highest occupied orbital energy: -0.283 Ha
- LUMO: 0.9 eV
- Energy relative to the best compared isomer or geometry (same formula, charge and spin): 50.0 kcal per mole

Each line ends with the Löwdin charge.
Positions of all 34 atoms, in Å:
1 C -3.740594 -1.122075 0.550614  -0.062
2 C -2.550637 -2.044337 0.781732  -0.213
3 C -2.533074 -2.985579 1.838105  -0.033
4 N -1.198475 -3.365942 2.087650  0.056
5 C -0.365368 -2.637982 1.280428  -0.217
6 C 1.023823 -2.659738 1.115304  -0.032
7 C 1.638596 -1.990444 0.039034  -0.095
8 C 0.761534 -1.335608 -0.829715  -0.150
9 C -0.568405 -1.162009 -0.699694  -0.017
10 C -1.189207 -1.825991 0.401261  -0.120
11 H -4.731978 -1.379411 0.137848  0.066
12 H -3.475610 -0.262156 -0.071296  0.065
13 H -4.101513 -0.832184 1.593104  0.092
14 H -3.357324 -3.292961 2.435091  0.104
15 H -0.800416 -4.071764 2.731746  0.167
16 H 1.663782 -3.193077 1.811531  0.099
17 H 2.672540 -2.301990 -0.222716  0.115
18 H 1.297618 -0.946476 -1.707835  0.086
19 H -1.125234 -0.513115 -1.302618  0.094
20 C -0.145072 4.503986 -1.962701  -0.080
21 C 0.678291 3.565807 -1.248944  -0.314
22 C 1.094612 3.641889 0.051692  -0.078
23 C 1.949713 2.688331 0.624187  -0.080
24 C 2.492060 1.630702 -0.185868  -0.082
25 C 2.175526 1.594822 -1.576442  -0.092
26 C 1.341780 2.603237 -2.040979  -0.055
27 H -0.576225 4.036787 -2.912102  0.107
28 H 0.278775 5.479958 -2.170965  0.084
29 H -1.039133 4.811146 -1.423386  0.077
30 H 0.853503 4.448999 0.773581  0.118
31 H 1.992863 2.801198 1.737751  0.108
32 H 2.939975 0.687896 0.260426  0.105
33 H 2.545663 0.691366 -2.099293  0.099
34 H 0.970562 2.607315 -3.012520  0.078

Forces on the atoms, in the same order (eV/Å):
-0.93 0.52 1.20
-0.82 -0.96 1.98
1.76 1.24 -1.83
-0.13 -0.11 0.71
-0.57 0.98 -1.83
0.92 0.07 -0.01
-1.50 -2.13 1.13
2.85 0.79 -2.02
-0.72 -1.07 2.66
0.83 -0.74 0.03
0.75 -1.18 -0.37
0.26 0.14 0.56
0.78 0.41 -1.29
-0.25 -0.42 0.36
-1.02 0.83 -0.62
-0.16 -0.25 0.00
-0.75 0.93 0.26
-0.73 0.13 0.23
-0.67 0.61 -1.11
-2.95 0.92 -1.58
2.85 -1.22 -0.37
0.58 0.41 1.97
0.00 -1.01 -0.49
-1.00 -0.26 0.81
0.43 0.17 2.19
-0.56 -0.69 0.94
0.84 0.78 1.04
0.67 -0.05 -0.37
-0.21 -0.27 0.44
-0.52 -0.41 -0.87
0.70 -0.64 -1.18
-0.25 1.63 -0.41
-0.38 1.15 -0.24
-0.11 -0.32 -1.91